No. 1
Entry from OMol25: the ion C5H9F2N4O3S with charge +1 (wB97M-V/def2-TZVPD).

Results
E_LUMO   -0.148 Ha
HOMO level   -14.112 eV
Total charge   +1
Total energy   -1238.221993 a.u.
SMILES   C[C@H](F)Cn1cnc(NO)[n+]1S(=O)(=O)F
Kohn-Sham gap   10.1 eV

Positions of all 24 atoms, in Å:
1 C 3.451 -0.031 0.732
2 C 1.921 -0.022 0.774
3 F 1.457 -1.274 0.415
4 C 1.287 1.014 -0.182
5 N -0.011 0.505 -0.682
6 C -0.254 0.311 -1.956
7 N -1.486 -0.182 -2.165
8 C -2.006 -0.291 -0.959
9 N -3.213 -0.766 -0.696
10 O -3.989 -1.201 -1.746
11 N -1.129 0.151 0.026
12 S -1.303 0.262 1.695
13 O -0.648 1.416 2.161
14 O -0.906 -0.975 2.228
15 F -2.821 0.402 1.876
16 H 3.887 0.787 0.160
17 H 3.825 -0.077 1.750
18 H 3.747 -0.955 0.233
19 H 1.601 0.225 1.786
20 H 1.171 1.999 0.265
21 H 1.930 1.109 -1.055
22 H 0.415 0.501 -2.779
23 H -3.604 -0.866 0.227
24 H -3.474 -1.911 -2.161


No. 2
Entry from OMol25: the ion C5H9FN with charge +1 (wB97M-V/def2-TZVPD).

Results
Energy relative to the best compared isomer or geometry (same formula, charge and spin)   141.96 kJ/mol
E_LUMO   -0.143 Ha
HOMO level   -13.062 eV
Total charge   +1
Total energy   -350.190174 a.u.
SMILES   C=C(F)[C@@H]1C[C@H]1[NH3+]
Kohn-Sham gap   9.2 eV

Positions of all 16 atoms, in Å:
1 C -1.983 -1.894 0.811
2 C -0.816 -1.194 0.629
3 C 0.294 -0.091 -1.300
4 C -0.470 0.082 -0.090
5 C 1.009 0.464 0.017
6 N 1.252 1.895 0.073
7 F 0.325 -1.785 0.988
8 H -1.867 -2.867 1.281
9 H -2.974 -1.577 0.531
10 H 0.336 -1.131 -1.545
11 H 0.224 0.509 -2.261
12 H -1.148 0.887 0.028
13 H 1.806 -0.229 0.514
14 H 2.094 2.190 -0.471
15 H 1.516 2.372 0.947
16 H 0.401 2.369 -0.151


No. 3
Entry from OMol25: an isolated molecule of C5H9FN2 (wB97M-V/def2-TZVPD).

Results
Energy relative to the best compared isomer or geometry (same formula, charge and spin)   433.90 kJ/mol
E_LUMO   0.032 Ha
HOMO level   -8.618 eV
Total charge   0
Total energy   -405.125080 a.u.
SMILES   C=NN1CC(C)(F)C1
Kohn-Sham gap   9.5 eV

Positions of all 17 atoms, in Å:
1 C -2.114 -0.432 0.607
2 C -1.157 0.247 -0.306
3 C -0.372 -0.943 -0.895
4 C 0.092 0.646 0.586
5 C 2.900 0.543 0.040
6 H -2.365 0.396 1.115
7 H -1.519 -1.280 1.119
8 H -2.969 -0.747 -0.053
9 H -0.043 -0.830 -1.998
10 H -0.898 -1.907 -0.823
11 H -0.022 0.554 1.775
12 H 0.690 1.415 0.007
13 H 2.555 1.027 0.943
14 H 3.852 0.934 -0.383
15 N 0.848 -0.643 -0.099
16 N 2.105 -0.320 -0.622
17 F -1.585 1.342 -1.011


No. 4
Entry from OMol25: a cluster of 2 separate species, C5H9FO in total (wB97M-V/def2-TZVPD).

Results
Energy relative to the best compared isomer or geometry (same formula, charge and spin)   430.70 kJ/mol
E_LUMO   0.002 Ha
HOMO level   -9.230 eV
Total charge   0
Total energy   -370.849510 a.u.
Kohn-Sham gap   9.3 eV

Positions of all 16 atoms, in Å:
1 C -0.565 -0.251 -0.247
2 C -0.014 -0.332 -1.418
3 C -1.928 -0.086 0.217
4 C 1.490 -0.315 -1.798
5 C 0.717 0.582 2.173
6 O 1.094 -0.216 1.049
7 F -0.944 -0.498 -2.430
8 H -2.443 -1.022 0.480
9 H -2.401 0.318 -0.793
10 H -1.977 0.653 1.054
11 H 1.624 0.632 -2.369
12 H 2.026 -0.262 -0.870
13 H 1.612 -1.251 -2.330
14 H 1.465 0.390 2.870
15 H -0.208 0.043 2.492
16 H 0.453 1.614 1.919


No. 5
Entry from OMol25: a structure of composition C5H9HgO3 (wB97M-V/def2-TZVPD).

Results
Energy relative to the best compared isomer or geometry (same formula, charge and spin)   0.00 kJ/mol
E_LUMO   -0.246 Ha
HOMO level   -14.168 eV
Total charge   +1
Total energy   -574.621794 a.u.
Kohn-Sham gap   7.5 eV

Positions of all 18 atoms, in Å:
1 O 0.562 -1.091 0.784
2 C 0.154 -0.128 0.114
3 O 0.755 1.005 0.293
4 C 0.019 2.218 0.598
5 C -0.862 -0.287 -1.128
6 H -1.404 0.645 -1.358
7 C -0.241 -0.919 -2.367
8 H 0.006 -0.184 -3.145
9 H 0.707 -1.422 -2.119
10 H -0.952 -1.649 -2.784
11 C 0.842 3.024 1.568
12 H -0.948 1.932 1.031
13 H -0.156 2.763 -0.336
14 H 0.796 2.594 2.577
15 H 0.436 4.043 1.607
16 H 1.889 3.079 1.245
17 Hg -0.757 -2.475 0.484
18 O -1.685 -1.119 -0.358


No. 6
Entry from OMol25: the ion C5H9I2N3 with charge +2 (wB97M-V/def2-TZVPD).

Results
Energy relative to the best compared isomer or geometry (same formula, charge and spin)   0.00 kJ/mol
E_LUMO   -0.334 Ha
HOMO level   -16.991 eV
Total charge   +2
Total energy   -954.889295 a.u.
SMILES   CC1=[NH+][C@H](I)N(C)C(I)=[NH+]1
Kohn-Sham gap   7.9 eV

Positions of all 19 atoms, in Å:
1 C -1.033 0.920 -0.572
2 C 1.134 -0.218 -0.772
3 C -0.171 -0.476 1.255
4 C -2.042 1.690 -1.224
5 C 1.991 -1.627 0.992
6 N 1.023 -0.641 0.446
7 N -1.186 0.338 0.586
8 N 0.147 0.592 -1.227
9 I 2.646 -1.038 -2.074
10 I 0.304 0.780 3.062
11 H -0.555 -1.495 1.668
12 H -2.628 0.878 -1.735
13 H -1.713 2.313 -2.035
14 H -2.823 2.386 -0.831
15 H 2.127 -2.563 0.305
16 H 3.060 -1.281 1.229
17 H 1.692 -1.961 2.063
18 H -2.217 0.277 0.976
19 H 0.240 1.127 -2.111


No. 7
Entry from OMol25: the ion C5H9IN with charge +1 (wB97M-V/def2-TZVPD).

Results
Energy relative to the best compared isomer or geometry (same formula, charge and spin)   124.63 kJ/mol
E_LUMO   -0.180 Ha
HOMO level   -14.207 eV
Total charge   +1
Total energy   -548.041882 a.u.
SMILES   CCC(C)=[N+]=CI
Kohn-Sham gap   9.3 eV

Positions of all 16 atoms, in Å:
1 C 2.521 0.403 -0.923
2 C 0.244 -0.283 -0.147
3 C -0.302 -1.587 -0.601
4 C -1.947 0.885 0.619
5 C -0.382 0.549 0.858
6 N 1.399 0.051 -0.524
7 I 4.137 0.077 0.343
8 H 2.921 0.836 -1.882
9 H 0.478 -2.173 -0.851
10 H -0.935 -1.442 -1.456
11 H -0.856 -2.061 0.090
12 H -2.124 1.965 0.411
13 H -2.660 0.784 1.436
14 H -2.332 0.302 -0.238
15 H -0.262 0.118 1.882
16 H 0.100 1.574 0.983


No. 8
Entry from OMol25: an isolated molecule of C5H9IN2OS2 (wB97M-V/def2-TZVPD).

Results
Energy relative to the best compared isomer or geometry (same formula, charge and spin)   12.43 kJ/mol
E_LUMO   -0.016 Ha
HOMO level   -9.339 eV
Total charge   0
Total energy   -1474.673130 a.u.
Kohn-Sham gap   8.9 eV

Positions of all 20 atoms, in Å:
1 C -1.749 2.656 0.324
2 C -1.046 0.299 -0.216
3 C 0.325 -0.217 0.167
4 C -2.174 -0.541 0.511
5 C 0.636 -1.772 0.081
6 N -1.056 1.725 0.099
7 N 1.294 0.368 -0.805
8 O 3.470 1.324 -1.638
9 S -2.440 3.982 0.733
10 S 2.769 1.078 -0.395
11 I 4.236 -0.669 0.588
12 H -1.077 0.282 -1.254
13 H 0.684 0.277 1.030
14 H -2.377 -0.114 1.428
15 H -1.872 -1.471 0.819
16 H -3.016 -0.565 -0.093
17 H 0.645 -2.128 1.053
18 H 1.534 -2.059 -0.402
19 H -0.106 -2.205 -0.437
20 H 1.322 -0.249 -1.591


No. 9
Entry from OMol25: a structure of composition C5H9MgO4Sm (wB97M-V/def2-TZVPD).

Results
Energy relative to the best compared isomer or geometry (same formula, charge and spin)   0.00 kJ/mol
E_LUMO (alpha / beta)   -0.139 / -0.138 Ha
HOMO level (alpha / beta)   -10.493 / -11.202 eV
Total charge   +1
Total energy   -1354.753773 a.u.
Spin multiplicity   7
Kohn-Sham gap (alpha / beta)   6.7 / 7.4 eV
Expectation value of S²   12.01

Positions of all 20 atoms, in Å:
1 O 2.551 -0.707 0.580
2 C 2.328 -1.862 -0.035
3 C 1.104 -2.140 -0.506
4 O 0.083 -1.266 -0.141
5 C -0.764 -0.795 -1.193
6 C -1.719 0.180 -0.551
7 O -0.945 1.134 0.175
8 C -1.694 2.235 0.680
9 Mg 0.812 0.419 0.975
10 H 3.184 -2.495 -0.285
11 H 0.822 -3.017 -1.084
12 H -1.322 -1.630 -1.639
13 H -2.390 -0.331 0.157
14 H -2.310 0.691 -1.324
15 H -0.989 2.908 1.181
16 H -2.183 2.762 -0.149
17 H -2.442 1.876 1.402
18 Sm 4.027 0.666 1.998
19 O 1.985 1.684 1.751
20 H -0.138 -0.311 -1.991


No. 10
Entry from OMol25: a structure of composition C5H9MgO5 (wB97M-V/def2-TZVPD).

Results
Energy relative to the best compared isomer or geometry (same formula, charge and spin)   264.16 kJ/mol
E_LUMO (alpha / beta)   -0.032 / -0.096 Ha
HOMO level (alpha / beta)   -7.663 / -7.659 eV
Total charge   0
Total energy   -772.106149 a.u.
Spin multiplicity   2
Kohn-Sham gap (alpha / beta)   6.8 / 5.0 eV
Expectation value of S²   0.75

Positions of all 20 atoms, in Å:
1 C -2.895 0.181 -1.403
2 C -1.654 0.671 -0.696
3 O -0.855 -0.390 -0.150
4 Mg -1.613 -2.268 0.051
5 H -3.423 1.037 -1.844
6 H -2.641 -0.504 -2.226
7 H -3.598 -0.300 -0.705
8 H -1.924 1.365 0.115
9 H -1.031 1.243 -1.402
10 C 0.693 0.205 0.447
11 C 1.448 -1.108 0.628
12 O 2.583 -0.895 1.437
13 C 3.476 0.047 0.953
14 O 2.900 1.093 0.522
15 O 4.605 -0.364 0.701
16 O 0.350 0.772 1.650
17 H 0.877 0.823 -0.441
18 H 1.765 -1.497 -0.349
19 H 0.808 -1.831 1.154
20 H 0.130 1.720 1.556


No. 11
Entry from OMol25: an isolated molecule of C5H9N (wB97M-V/def2-TZVPD).

Results
Energy relative to the best compared isomer or geometry (same formula, charge and spin)   305.24 kJ/mol
E_LUMO   0.037 Ha
HOMO level   -8.541 eV
Total charge   0
Total energy   -250.550684 a.u.
SMILES   C=CC/C=C\N
Kohn-Sham gap   9.5 eV

Positions of all 15 atoms, in Å:
1 C -0.507 -0.196 -0.363
2 C -1.700 0.531 -0.253
3 N -1.868 1.941 -0.060
4 C 0.896 0.000 -0.808
5 C 1.848 -0.721 0.282
6 C 1.415 -1.330 1.459
7 H -0.722 -1.260 -0.086
8 H -2.594 0.048 -0.776
9 H -1.863 2.431 -0.973
10 H -2.754 2.113 0.337
11 H 1.179 -0.438 -1.831
12 H 1.236 1.045 -0.788
13 H 2.924 -0.873 0.043
14 H 2.144 -1.970 2.006
15 H 0.368 -1.321 1.813


No. 12
Entry from OMol25: an isolated molecule of C5H9N (wB97M-V/def2-TZVPD).

Results
Energy relative to the best compared isomer or geometry (same formula, charge and spin)   164.39 kJ/mol
E_LUMO   0.034 Ha
HOMO level   -7.622 eV
Total charge   0
Total energy   -250.604331 a.u.
SMILES   C=C/C(C)=C/N
Kohn-Sham gap   8.5 eV

Positions of all 15 atoms, in Å:
1 C 1.177 -0.249 -1.282
2 N 1.353 -0.645 1.867
3 C 0.238 -0.460 1.056
4 C 0.170 0.039 -0.199
5 C -1.116 0.531 -0.739
6 C -2.277 0.651 -0.101
7 H 2.220 -0.348 -0.981
8 H 0.864 -1.130 -1.839
9 H 1.123 0.555 -2.027
10 H 1.469 -0.034 2.660
11 H 2.234 -0.675 1.368
12 H -0.718 -0.387 1.564
13 H -1.108 0.911 -1.757
14 H -2.385 0.414 0.956
15 H -3.244 0.826 -0.545


No. 13
Entry from OMol25: a cluster of 2 separate species, C5H9N in total (wB97M-V/def2-TZVPD).

Results
Energy relative to the best compared isomer or geometry (same formula, charge and spin)   304.79 kJ/mol
E_LUMO   0.039 Ha
HOMO level   -9.364 eV
Total charge   0
Total energy   -250.550855 a.u.
SMILES   C1=NC1.C=CC
Kohn-Sham gap   10.4 eV

Positions of all 15 atoms, in Å:
1 C -0.963 1.102 0.948
2 C -2.299 -0.363 -0.628
3 C -1.519 -0.208 0.445
4 N 1.281 -1.037 -0.154
5 C 2.759 -0.689 -0.151
6 C 1.682 -0.164 -0.959
7 H -1.267 1.941 0.311
8 H -1.242 1.324 1.985
9 H -2.615 -1.335 -1.019
10 H -2.609 0.496 -1.218
11 H -1.174 -1.086 0.984
12 H 3.179 -0.169 0.727
13 H 3.378 -1.449 -0.605
14 H 1.271 0.559 -1.650
15 H 0.139 1.078 0.986


No. 14
Entry from OMol25: an isolated molecule of C5H9N (wB97M-V/def2-TZVPD).

Results
Energy relative to the best compared isomer or geometry (same formula, charge and spin)   496.17 kJ/mol
E_LUMO   0.039 Ha
HOMO level   -7.652 eV
Total charge   0
Total energy   -250.477959 a.u.
Kohn-Sham gap   8.7 eV

Positions of all 15 atoms, in Å:
1 C -1.277 0.820 0.509
2 C -1.776 -0.236 -0.426
3 C -0.517 -0.488 0.332
4 N 0.719 -0.608 -0.466
5 C 2.133 -0.684 0.372
6 C 1.748 0.454 -0.489
7 H -0.901 1.740 0.081
8 H -1.862 0.961 1.424
9 H -2.665 -0.785 -0.148
10 H -1.590 -0.058 -1.477
11 H -0.578 -1.143 1.195
12 H 1.780 -0.452 1.381
13 H 1.177 -1.477 -0.776
14 H 2.246 0.582 -1.455
15 H 1.362 1.373 -0.060


No. 15
Entry from OMol25: an isolated molecule of C5H9N (wB97M-V/def2-TZVPD).

Results
Energy relative to the best compared isomer or geometry (same formula, charge and spin)   393.34 kJ/mol
E_LUMO   -0.044 Ha
HOMO level   -7.332 eV
Total charge   0
Total energy   -250.517128 a.u.
Kohn-Sham gap   6.1 eV

Positions of all 15 atoms, in Å:
1 C -0.406 -0.062 2.219
2 N 0.094 -0.581 0.964
3 C -0.420 -0.057 -0.102
4 C -1.165 1.151 -0.268
5 C 1.403 -0.823 -1.554
6 C 0.034 -0.312 -1.442
7 H -1.490 -0.206 2.332
8 H 0.042 -0.639 3.028
9 H -0.143 0.994 2.356
10 H 2.117 0.005 -1.505
11 H -1.308 1.750 0.624
12 H -1.390 1.577 -1.233
13 H 1.647 -1.363 -2.469
14 H 1.566 -1.479 -0.697
15 H -0.581 0.044 -2.254


No. 16
Entry from OMol25: a cluster of 2 separate species, C5H9N in total (wB97M-V/def2-TZVPD).

Results
Energy relative to the best compared isomer or geometry (same formula, charge and spin)   298.90 kJ/mol
E_LUMO   0.039 Ha
HOMO level   -9.616 eV
Total charge   0
Total energy   -250.553098 a.u.
SMILES   [H]/N=C/C.C#CC
Kohn-Sham gap   10.7 eV

Positions of all 15 atoms, in Å:
1 C -1.674 0.083 1.069
2 C -1.081 0.639 -0.198
3 N -1.485 0.218 -1.361
4 H -1.344 0.952 -2.063
5 H -0.645 1.669 -0.087
6 H -2.758 -0.012 0.975
7 H -1.422 0.733 1.910
8 H -1.254 -0.910 1.246
9 C 1.507 -1.401 -0.384
10 C 1.500 0.044 -0.116
11 C 1.887 1.175 0.113
12 H 0.966 -1.610 -1.311
13 H 1.007 -1.941 0.425
14 H 2.521 -1.796 -0.480
15 H 2.274 2.158 0.261


No. 17
Entry from OMol25: a cluster of 2 separate species, C5H9N in total (wB97M-V/def2-TZVPD).

Results
Energy relative to the best compared isomer or geometry (same formula, charge and spin)   198.46 kJ/mol
E_LUMO   0.039 Ha
HOMO level   -9.053 eV
Total charge   0
Total energy   -250.591354 a.u.
SMILES   C=C=N.C=CC
Kohn-Sham gap   10.1 eV

Positions of all 15 atoms, in Å:
1 C -0.827 1.442 -0.481
2 C -1.288 0.048 -0.173
3 C -1.546 -0.884 -1.090
4 C 1.980 -0.184 1.780
5 C 1.849 -0.700 0.581
6 N 1.790 -1.201 -0.538
7 H 0.081 1.691 0.080
8 H -1.594 2.170 -0.190
9 H -0.623 1.569 -1.549
10 H -1.418 -0.194 0.882
11 H -1.425 -0.679 -2.154
12 H -1.900 -1.875 -0.818
13 H 0.830 -1.254 -0.892
14 H 1.946 -0.829 2.650
15 H 2.143 0.880 1.912


No. 18
Entry from OMol25: a cluster of 2 separate species, C5H9N in total (wB97M-V/def2-TZVPD).

Results
Energy relative to the best compared isomer or geometry (same formula, charge and spin)   322.30 kJ/mol
E_LUMO   0.036 Ha
HOMO level   -8.859 eV
Total charge   0
Total energy   -250.544185 a.u.
Kohn-Sham gap   9.8 eV

Positions of all 15 atoms, in Å:
1 C -2.314 0.425 -0.503
2 C -0.357 -0.017 1.398
3 C 0.350 0.151 0.299
4 C 0.669 -0.936 -0.613
5 C 0.662 1.467 -0.205
6 N -2.852 -0.564 -0.229
7 H -0.515 0.775 2.122
8 H -0.477 -1.030 1.871
9 H -0.150 -0.975 -1.465
10 H 0.603 -1.977 -0.040
11 H 1.736 -0.699 -1.045
12 H 0.307 2.344 0.545
13 H 0.300 1.663 -1.255
14 H 1.856 1.423 -0.325
15 H -3.440 -1.246 0.374


No. 19
Entry from OMol25: an isolated molecule of C5H9N (wB97M-V/def2-TZVPD).

Results
Energy relative to the best compared isomer or geometry (same formula, charge and spin)   327.36 kJ/mol
E_LUMO   0.022 Ha
HOMO level   -7.629 eV
Total charge   0
Total energy   -250.542257 a.u.
SMILES   C=C(N)/C=C/C
Kohn-Sham gap   8.2 eV

Positions of all 15 atoms, in Å:
1 N -0.072 -0.609 -2.356
2 C 0.123 0.287 -1.267
3 C 0.654 1.545 -1.459
4 C -0.490 -0.471 2.483
5 C 0.203 0.066 1.301
6 C -0.339 -0.273 0.001
7 H -0.483 -1.547 -2.109
8 H 0.805 -0.532 -2.974
9 H 1.525 1.525 -2.105
10 H 0.323 2.392 -0.954
11 H -1.273 -1.113 1.903
12 H 0.247 -1.056 3.047
13 H -1.264 0.035 3.026
14 H 1.261 0.589 1.507
15 H -1.219 -0.839 -0.044


No. 20
Entry from OMol25: a structure of composition C5H9N (wB97M-V/def2-TZVPD).

Results
Energy relative to the best compared isomer or geometry (same formula, charge and spin)   272.41 kJ/mol
E_LUMO   0.015 Ha
HOMO level   -10.029 eV
Total charge   0
Total energy   -250.563186 a.u.
Kohn-Sham gap   10.4 eV

Positions of all 15 atoms, in Å:
1 C -0.609 1.304 -0.428
2 C -0.583 0.041 0.399
3 C -1.241 -1.196 -0.236
4 C 1.056 -0.310 0.629
5 C 1.888 0.569 -0.210
6 N 3.046 0.564 -0.337
7 H -0.819 2.229 0.118
8 H -1.124 1.253 -1.395
9 H 0.748 1.442 -0.765
10 H -0.918 0.198 1.430
11 H -0.863 -1.334 -1.257
12 H -2.338 -1.177 -0.295
13 H -0.965 -2.083 0.344
14 H 1.310 -1.344 0.343
15 H 1.412 -0.157 1.663